Here is C39H41BaF4N7OS3 as an isolated structure from the OMol25 dataset. Energies are from ωB97M-V/def2-TZVPD.

Element x y z (Å)
Ba -0.09630 1.08806 0.08102
S -1.75874 0.47919 -2.66282
S -1.27626 3.57876 -1.40995
S -0.91253 -3.01343 -2.59659
F -6.91342 2.45267 1.17878
F -5.47707 0.27893 1.07664
F -1.55429 2.94799 1.81221
F -3.08128 5.09721 1.90011
O 1.51760 3.12076 0.39579
N -0.13617 -5.24596 -1.23811
N -2.25679 -4.69679 -1.02586
N -0.72755 -1.81673 2.37482
N -2.49584 0.46534 1.44889
N 1.61457 1.36709 -2.52261
N 3.06555 3.77492 -1.11807
N 1.37911 0.84549 2.70372
C 2.36579 -0.00731 -4.32317
C -3.21647 1.81227 -4.52020
C -1.08314 -4.33645 -1.62375
C 3.73689 3.45367 1.19696
C -3.67421 3.90272 1.68308
C -2.89832 2.78101 1.63185
C -5.05483 3.85384 1.54117
C -3.60661 4.17249 -4.64837
C 4.69805 -2.34152 1.13234
C -5.57098 2.58868 1.34248
C 3.05505 0.14892 4.22164
C -2.83748 4.32912 -3.50397
C -2.14469 -1.61041 2.62638
C -0.65440 -6.12463 -0.20259
C -2.43189 1.94126 -3.36129
C -3.38121 1.44713 1.44901
C 3.08495 1.05059 -4.84836
C 2.66958 3.41940 0.12409
C 4.22141 -1.42893 2.05816
C 2.30460 2.38786 -3.02379
C 2.30033 -0.84181 0.61877
C -2.88882 -0.92255 1.47888
C 3.97854 -2.54174 -0.04125
C 2.19797 3.70094 -2.28985
C -2.23384 3.25009 -2.83943
C -2.16790 -5.99298 -0.38615
C -4.80320 1.44767 1.30055
C 2.46756 0.88169 5.23400
C 1.30881 1.59700 4.97347
C 1.27758 -4.95874 -1.28815
C 1.63323 0.20430 -3.16147
C 2.48752 0.13077 2.93493
C -0.47762 -2.87266 1.42494
C -3.79704 2.89579 -5.16326
C 0.00740 -2.05612 3.59227
C 3.02960 -0.71955 1.82636
C 3.04632 2.27334 -4.19520
C 2.83297 -1.79126 -0.27560
C 0.81030 1.54323 3.68245
H -0.31691 -2.99042 4.09665
H 3.94068 -0.42808 4.43943
H 0.80228 2.17471 5.73507
H -0.78336 -3.85996 1.83447
H -2.22156 -0.94391 3.48912
H -0.33660 -5.77773 0.78641
H 2.90687 0.88404 6.22559
H 1.83032 -5.84807 -1.60042
H -2.69855 -6.01137 0.56582
H 4.66441 2.98848 0.85903
H -3.36247 0.81094 -4.90937
H 0.99991 -0.58017 -2.76275
H -2.64210 -1.41240 0.52564
H -3.10317 -4.30853 -1.40552
H 0.58525 -2.89853 1.17625
H 2.32287 -1.95200 -1.22631
H -0.09208 2.08259 3.41054
H 1.65043 -4.62543 -0.31416
H -0.30311 -7.14904 -0.34081
H 1.15496 3.84289 -1.97154
H -4.39691 2.73702 -6.05477
H 3.94902 4.48727 1.47707
H -0.13016 -1.22690 4.28927
H -2.64248 -2.56728 2.89781
H 3.56914 3.13662 -4.58996
H 2.33720 -0.97567 -4.80446
H 1.43485 -4.15686 -2.00573
H -4.05486 5.03996 -5.12381
H -2.68459 5.31789 -3.08584
H -2.55881 -6.79353 -1.02522
H 1.07074 -2.14993 3.36543
H 4.32478 -3.26695 -0.77459
H 3.35730 2.91561 2.06186
H -3.95363 -1.08837 1.64996
H 5.61738 -2.88505 1.32244
H 2.47401 4.51728 -2.96001
H -1.03635 -2.69302 0.50938
H 4.05537 3.87560 -1.26620
H 3.65440 0.93366 -5.76333
H -5.67384 4.73648 1.53218
H 4.80696 -1.28238 2.95946

Force components x, y, z for each atom (eV/Å):
Ba -0.52 -0.57 -0.35
S 0.01 -0.19 0.18
S 0.06 0.24 0.05
S 0.04 -0.08 0.00
F -0.01 -0.01 0.00
F 0.02 0.01 -0.01
F 0.01 -0.13 0.05
F 0.01 0.01 0.00
O 0.36 0.36 0.08
N -0.01 0.04 0.05
N 0.05 -0.05 -0.09
N 0.00 0.10 -0.01
N 0.14 0.13 -0.05
N 0.14 -0.04 0.35
N 0.07 -0.09 0.01
N -0.04 0.03 -0.19
C -0.05 -0.01 0.03
C 0.02 0.06 0.04
C 0.03 0.06 0.00
C 0.04 -0.02 -0.03
C -0.05 -0.03 -0.02
C 0.08 0.18 0.12
C -0.02 -0.03 -0.02
C 0.02 0.04 0.04
C 0.00 0.01 0.01
C 0.03 0.02 0.03
C 0.00 -0.01 -0.03
C 0.00 -0.07 -0.04
C 0.01 0.00 -0.01
C 0.02 0.01 -0.04
C 0.00 0.09 -0.11
C -0.14 0.20 0.01
C 0.01 0.02 0.00
C -0.08 -0.04 0.12
C 0.01 -0.01 -0.02
C -0.08 0.03 -0.13
C -0.15 0.21 0.06
C 0.05 0.01 0.20
C -0.03 0.02 -0.03
C 0.01 0.06 0.01
C -0.03 -0.08 -0.08
C -0.03 0.00 0.03
C -0.03 -0.17 0.00
C 0.01 0.00 0.01
C -0.03 0.01 -0.01
C 0.00 -0.02 -0.01
C -0.03 -0.01 -0.14
C -0.03 0.03 0.13
C -0.01 0.00 0.01
C 0.00 -0.06 -0.01
C 0.02 -0.03 0.01
C 0.05 -0.11 -0.03
C 0.01 -0.01 -0.01
C 0.07 0.07 -0.06
C 0.04 0.02 -0.07
H -0.02 0.01 0.01
H 0.00 -0.01 0.00
H 0.01 0.00 0.00
H -0.03 0.00 -0.01
H -0.07 -0.04 0.02
H 0.00 0.01 0.02
H 0.00 0.00 0.00
H 0.01 0.00 0.01
H -0.01 0.00 -0.01
H -0.02 -0.01 -0.01
H 0.00 -0.01 0.00
H 0.05 0.00 0.06
H -0.07 -0.02 -0.01
H -0.03 0.01 0.08
H -0.02 0.00 0.00
H 0.01 -0.02 0.01
H 0.00 0.00 0.01
H -0.01 0.01 0.00
H 0.01 0.00 0.00
H 0.00 -0.04 0.01
H 0.00 0.02 0.00
H -0.03 0.00 0.00
H 0.02 0.01 -0.03
H 0.07 -0.05 -0.06
H 0.00 0.00 -0.01
H 0.01 0.01 -0.01
H 0.01 -0.02 -0.02
H -0.01 -0.01 -0.01
H 0.00 0.00 0.01
H 0.00 0.00 -0.01
H 0.01 0.00 0.01
H 0.01 0.00 0.00
H 0.02 0.00 0.01
H -0.01 0.00 -0.04
H 0.00 0.00 0.01
H -0.03 0.02 0.01
H 0.02 -0.04 -0.07
H 0.00 -0.03 -0.01
H 0.00 0.00 0.00
H 0.02 0.01 0.01
H -0.01 0.00 0.01

Values from the calculation:
* HOMO-LUMO gap: 0.152 Ha
* electronic energy: -97658.81573 eV
* charge: -2
* maximum force: 0.85 eV/A
* HOMO: -0.269 eV
* lowest unoccupied orbital energy: 0.14201 Eh
* multiplicity: 1
* energy above the lowest of the compared OMol25 structures with the same formula, charge and spin: 0.000 eV

These are the Löwdin partial charges, in e, on atoms 1 to 6: atom 1 (Ba): 1.491, atom 2 (S): 0.334, atom 3 (S): 0.423, atom 4 (S): 0.640, atom 5 (F): 0.041, atom 6 (F): 0.027

***

Here is a 2-piece molecular cluster, C7H12O3 overall at a distorted geometry from the OMol25 dataset. Energies are from ωB97M-V/def2-TZVPD.

Element x y z (Å)
O 0.27776 -0.57146 0.71985
O -1.37744 -1.27536 -1.66801
O -3.16644 -1.04164 -0.19657
C 0.76555 2.47120 -0.40010
C -2.24681 -1.72951 -0.58445
C 2.12320 1.11270 1.01436
C 2.19506 2.02960 -0.22415
C -0.08396 1.75408 0.34185
C 0.63838 0.72616 1.17967
C -2.18992 -3.21569 -0.39466
H 2.45487 1.66046 1.90746
H -1.42062 -3.44326 0.35757
H 2.54754 1.50146 -1.12530
H -3.15770 -3.58968 -0.04709
H -1.16630 1.73322 0.20275
H 2.74683 0.21328 0.92724
H 0.32848 0.78822 2.23539
H -1.64030 -0.37378 -1.89925
H 0.93683 -1.15485 0.16325
H 0.46894 3.24394 -1.11226
H 2.87508 2.88068 -0.07149
H -1.90904 -3.71977 -1.32607

Force components x, y, z for each atom (eV/Å):
O 1.11 -2.46 -1.14
O -1.20 -1.19 2.17
O 1.76 -0.39 0.01
C -0.43 -0.20 0.02
C -1.41 1.37 -3.07
C 0.06 -0.12 0.08
C 0.21 0.33 0.11
C 0.24 0.09 -0.77
C 0.26 0.14 -0.17
C 0.94 -0.23 0.41
H -0.07 -0.15 -0.26
H -0.21 -0.10 -0.16
H -0.13 0.15 0.22
H 0.25 0.31 -0.01
H 0.25 0.23 0.41
H -0.10 0.21 0.06
H 0.09 -0.25 -0.30
H -0.07 0.01 0.37
H -1.53 2.55 1.70
H 0.09 -0.28 0.14
H -0.10 -0.26 -0.03
H -0.02 0.25 0.20

Values from the calculation:
* HOMO-LUMO gap: 0.374 Ha
* electronic energy: -13595.12752 eV
* charge: 0
* maximum force: 3.65 eV/A
* HOMO: -9.465 eV
* lowest unoccupied orbital energy: 0.02660 Eh
* SMILES string: O[C@@H]1C=CCC1.CC(=O)O
* multiplicity: 1
* energy above the lowest of the compared OMol25 structures with the same formula, charge and spin: 0.947 eV

These are the natural (NBO) partial charges, in e, on atoms 1 to 6: atom 1 (O): -0.758, atom 2 (O): -0.732, atom 3 (O): -0.571, atom 4 (C): -0.174, atom 5 (C): 0.816, atom 6 (C): -0.422